Entry 1:
Formula: C10H11OS
Source: the OMol25 dataset
Level of theory: wB97M-V/def2-TZVPD

Structure (XYZ):
```
23
Properties=species:S:1:pos:R:3:forces:R:3:lowdin_charge:R:1
C -3.14473 2.23216 0.05389 -2.70 -1.54 -1.59 -0.008
C -4.21586 1.24296 0.10583 0.79 0.52 -0.29 -0.040
C -1.88905 1.67116 -0.18703 -0.09 -1.16 1.08 0.017
C -3.98115 -0.13354 -0.02945 -2.21 0.48 -0.19 -0.091
C -1.63796 0.24944 -0.10644 -4.88 3.81 0.58 -0.272
C -2.70767 -0.70893 -0.06903 1.82 1.32 0.21 -0.678
C 0.77287 -0.18895 0.28648 -2.27 -0.69 -0.51 0.165
C 4.44765 -0.93768 0.05853 -1.22 -1.91 -2.40 -0.083
C 2.11707 -0.32000 -0.25815 -1.29 2.00 2.66 -0.110
C 3.02088 -1.36836 0.44431 0.91 2.28 -1.64 -0.192
O -0.36713 -0.04904 -0.24191 5.83 -1.76 -0.87 0.101
S -2.34761 -2.34430 0.05705 -0.06 -0.80 -0.11 0.835
H -3.51638 3.30300 -0.16652 1.38 -1.70 0.86 0.153
H -5.27331 1.54972 0.13010 0.72 0.04 0.06 0.118
H -1.05413 2.32343 -0.30986 0.61 0.25 -0.20 0.111
H -4.91328 -0.76154 -0.19184 1.54 0.51 0.55 0.144
H 4.86707 -0.22671 0.67723 0.48 1.92 1.16 0.059
H 4.49497 -0.66808 -1.02133 0.24 -0.03 0.80 0.099
H 5.03359 -1.80259 0.20336 1.05 -1.00 -0.09 0.069
H 2.26898 0.81196 0.29785 0.51 -2.19 -1.55 0.243
H 2.22007 -0.28870 -1.33341 -0.18 0.22 -0.33 0.137
H 2.76463 -2.36372 0.12352 -0.12 -0.25 -0.01 0.124
H 3.04050 -1.22172 1.47680 -0.87 -0.32 1.81 0.098
```
Forces are in eV/Å.

The calculation puts the LUMO energy (spin up / spin down) at -0.180 / -0.240 hartree. The spin multiplicity is 3. The value obtained for the HOMO energy (spin up / spin down) is -0.4519 / -0.4631 Eh. The charge is +1. As for the HOMO-LUMO gap (spin up / spin down): 0.2721 / 0.2231 Ha. Its max |F| is 0.121 hartree/bohr.

=====

Entry 2:
Formula: C10H12BKO14
Source: the OMol25 dataset
Level of theory: wB97M-V/def2-TZVPD

Structure (XYZ):
```
38
Properties=species:S:1:pos:R:3:forces:R:3:lowdin_charge:R:1
K -1.41504 -0.04796 1.30652 0.08 0.01 -0.09 0.992
O 3.51177 8.86575 -7.53791 -0.27 -0.52 2.28 0.115
C 3.58657 8.42396 -6.39677 1.63 0.96 -2.27 -0.392
O 3.64377 7.16653 -6.07525 -0.67 -1.47 0.62 0.234
B 3.58141 7.02681 -4.59496 0.62 -0.34 -0.33 -0.894
O 3.82931 8.37483 -4.06941 0.60 -0.47 0.11 0.248
C 3.93157 9.18242 -5.09524 -1.56 3.51 -1.02 -0.382
O 4.04459 10.39888 -5.09036 0.42 -1.84 0.57 0.121
O 4.50131 5.98324 -4.12263 1.23 -0.09 0.26 0.232
C 3.90367 4.98736 -3.49954 0.29 -1.34 -0.34 -0.360
O 4.41660 3.94879 -3.09717 -1.09 2.12 -0.47 0.102
C 2.38580 5.36662 -3.57017 -2.23 -2.12 1.38 -0.339
O 2.30480 6.53664 -4.15411 -1.63 -0.49 0.39 0.250
O 1.43454 4.66787 -3.16133 2.59 1.99 -1.08 0.065
C -0.69248 -5.18307 -4.84117 -0.50 -1.33 0.52 0.018
O -0.37892 -6.20484 -3.83207 0.12 1.01 -1.14 0.002
C -0.45153 -5.90994 -2.56222 0.02 2.26 3.30 -0.544
O -0.92424 -4.90823 -1.92331 1.42 -3.53 -2.87 0.035
O 0.23714 -6.91607 -1.97465 -0.69 -0.76 -0.74 -0.012
C 0.31418 -7.00683 -0.58412 -0.87 2.05 1.64 -0.073
H -0.16403 -4.25050 -4.64334 -0.55 0.00 0.22 0.102
H -1.78144 -5.23081 -4.83888 0.05 1.16 -0.22 0.100
H -0.36479 -5.58639 -5.79933 0.20 -0.12 0.27 0.093
H 0.91803 -6.15369 -0.27493 0.78 -0.52 0.43 0.095
H 0.55816 -7.97033 -0.13664 0.61 0.00 -0.98 0.100
H -0.61539 -6.73238 -0.08543 -0.59 -0.14 -0.40 0.086
C -4.66804 -3.60249 7.29891 0.35 -1.28 -0.99 -0.073
O -4.30117 -2.41943 7.90722 1.61 3.11 -0.13 -0.017
C -3.22695 -1.70201 7.43356 2.98 0.15 -0.68 -0.471
O -2.31785 -1.98574 6.59606 -3.94 0.39 2.48 0.055
O -3.19261 -0.56609 8.17549 -0.67 -0.59 0.77 -0.017
C -2.27274 0.51952 8.04606 0.60 0.40 -2.35 -0.047
H -4.81457 -3.46381 6.22774 0.20 -0.11 -0.11 0.097
H -5.62283 -3.93962 7.70240 0.27 0.14 0.31 0.101
H -3.85560 -4.30022 7.50196 -0.35 -0.53 -0.32 0.104
H -2.43087 0.95066 7.05753 -0.30 0.17 -0.19 0.083
H -1.20299 0.32098 7.98041 -0.08 -0.98 0.62 0.092
H -2.40912 1.35959 8.72709 -0.67 -0.83 0.55 0.097
```
Forces are in eV/Å.

The calculation puts the LUMO energy at -0.110 hartree. The value obtained for the HOMO energy is -0.3010 Eh. As for the HOMO-LUMO gap: 0.1915 Ha. The relative energy (zero: lowest compared OMol25 entry of this formula, charge and spin) comes out at 489.7 kJ/mol. Its max |F| is 0.093 hartree/bohr.

=====

Entry 3:
Formula: C10H12BrNO2S
Source: the OMol25 dataset
Level of theory: wB97M-V/def2-TZVPD

Structure (XYZ):
```
27
Properties=species:S:1:pos:R:3:forces:R:3:lowdin_charge:R:1
C 2.61717 -0.66414 -1.16089 1.51 0.76 -0.71 -0.029
C 3.39632 1.16105 0.14855 3.71 -0.87 0.32 -0.078
C 1.29622 -0.35316 -0.82389 -0.78 0.52 -0.85 -0.077
C 2.17465 1.45944 0.51652 -4.71 0.29 1.09 -0.079
C 3.70261 0.13040 -0.72851 -2.63 0.21 0.17 -0.292
C 1.05818 0.73625 0.01038 0.38 0.09 -0.72 -0.253
C -4.02729 -0.73665 1.65253 -1.70 0.00 0.09 -0.085
C -5.20386 -0.64196 0.72602 0.01 -0.29 0.01 -0.115
C -4.07539 -1.59447 0.39573 -0.60 0.10 1.23 -0.500
C 5.07596 0.01193 -1.19764 0.82 -1.83 -0.72 -0.059
N -3.23883 -1.53230 -0.65541 1.22 -0.59 -1.64 -0.410
O -0.94045 1.17713 1.66581 -0.32 0.02 0.07 -0.382
O -0.74069 2.72450 -0.24035 -0.15 2.97 -1.32 -0.343
S -0.67696 1.41587 0.25958 2.28 -3.21 1.98 0.564
Br -2.61375 0.05180 -1.05373 0.02 1.33 -1.03 0.913
H 2.85580 -1.36293 -1.96765 -0.42 -0.18 0.41 0.114
H 4.27723 1.58045 0.64618 -0.47 0.57 -0.25 0.131
H 0.48264 -0.81263 -1.43970 0.65 0.20 1.03 0.111
H 1.93926 2.20806 1.24939 0.22 0.47 0.15 0.118
H -3.36436 0.08959 1.77354 0.61 0.25 -0.23 0.068
H -4.40785 -1.18343 2.55944 0.82 -0.33 0.24 0.104
H -6.03716 -1.20071 1.06181 -0.83 -0.39 0.40 0.086
H -5.54462 0.17443 0.12827 0.67 0.58 -0.49 0.093
H -4.23247 -2.63556 0.45298 -0.83 -1.08 0.95 0.119
H 4.97335 -0.41654 -2.21183 0.77 0.01 0.38 0.089
H 5.67193 0.92233 -1.24812 -0.35 0.08 0.14 0.086
H 5.58236 -0.70873 -0.51900 0.12 0.30 -0.67 0.103
```
Forces are in eV/Å.

The calculation puts the LUMO energy (spin up / spin down) at -0.051 / -0.035 hartree. The value obtained for the HOMO energy (spin up / spin down) is -0.3221 / -0.3083 Eh. As for the HOMO-LUMO gap (spin up / spin down): 0.2715 / 0.2733 Ha. The relative energy (zero: lowest compared OMol25 entry of this formula, charge and spin) comes out at 676.4 kJ/mol. Its max |F| is 0.094 hartree/bohr.

=====

Entry 4:
Formula: C10H12BrO3
Source: the OMol25 dataset
Level of theory: wB97M-V/def2-TZVPD

Structure (XYZ):
```
26
Properties=species:S:1:pos:R:3:forces:R:3:lowdin_charge:R:1
O 2.33206 -1.56043 0.71273 0.37 0.17 0.24 0.115
C 2.15287 -1.20593 -0.42259 -0.22 -0.66 0.20 -0.646
O 1.40738 -1.90024 -1.28953 0.83 0.11 -0.52 0.161
O 2.66394 -0.11867 -0.99198 -0.45 0.28 0.07 0.039
C 2.91818 0.95455 -0.07763 -0.07 0.87 0.55 -0.169
C 1.68413 1.43172 0.69955 0.31 0.17 -0.47 -0.168
C 0.43755 1.62488 -0.18697 -0.21 0.17 0.83 -0.143
C -0.71800 0.65821 0.04041 -0.13 0.01 -0.67 -0.237
C -0.73520 -0.37801 0.95692 0.13 -0.25 0.30 -0.067
C -1.85751 -1.19924 1.12323 0.13 0.72 -0.22 -0.087
C -2.98545 -0.97408 0.35329 0.22 0.53 0.60 -0.280
C -2.97635 0.04575 -0.59959 0.09 0.28 0.14 -0.121
C -1.86144 0.84718 -0.75486 0.15 -0.11 0.29 -0.063
H 1.47912 -2.82040 -1.00241 -0.58 0.02 0.13 0.137
H 3.71719 0.73505 0.63466 0.02 -0.41 -0.21 0.122
H 3.25529 1.79233 -0.68945 0.04 -0.27 -0.28 0.122
H 1.52212 0.79851 1.56777 -0.20 -0.08 -0.12 0.094
H 1.96500 2.41357 1.09614 0.10 -0.10 0.05 0.110
H 0.71291 1.67567 -1.24430 0.03 -0.25 0.04 0.117
H 0.04396 2.62190 0.04587 -0.01 -0.04 -0.09 0.109
H 0.12772 -0.58844 1.57835 0.00 0.06 -0.06 0.086
H -1.83284 -1.98040 1.87268 -0.06 -0.05 -0.09 0.099
H -3.86164 -1.57297 0.49426 -0.11 0.09 0.09 -0.041
H -3.85341 0.21896 -1.21121 0.02 -0.13 0.00 0.094
H -1.85251 1.65661 -1.48126 -0.08 -0.08 -0.02 0.103
Br -3.88507 -3.17606 -1.22409 -0.34 -1.02 -0.77 -0.487
```
Forces are in eV/Å.

The calculation puts the LUMO energy at 0.102 hartree. The value obtained for the HOMO energy is -0.1217 Eh. The charge is -1. As for the HOMO-LUMO gap: 0.2241 Ha. Its max |F| is 0.026 hartree/bohr.

=====

Entry 5:
Formula: C10H12CeI2IrO6S
Source: the OMol25 dataset
Level of theory: wB97M-V/def2-TZVPD

Structure (XYZ):
```
33
Properties=species:S:1:pos:R:3:forces:R:3:lowdin_charge:R:1
I -2.36686 1.10493 3.40346 -1.53 0.76 1.24 1.024
I -0.07625 -3.30743 -2.18729 -0.39 -0.41 -0.27 1.068
Ir 0.90760 -1.50043 -0.60171 -2.64 -1.48 1.18 0.819
Ce -0.27050 0.05633 1.67522 -1.83 -1.88 1.32 0.336
S -1.45575 -0.35272 -0.64792 1.60 -0.80 0.04 0.644
C 0.55469 2.23514 1.00853 1.70 7.97 -1.44 -0.029
C 1.50001 0.64300 3.29396 3.04 0.70 4.73 -0.038
C -1.72200 1.19754 -1.68891 -0.01 0.51 -1.18 -0.792
C -2.37286 0.50094 -2.88135 -0.34 -0.06 -0.15 -0.106
C -0.46344 1.95908 -2.10679 0.18 -0.10 -0.14 -0.057
C -2.69631 2.11109 -0.94914 -0.22 -0.58 0.59 -0.055
C 2.48492 -2.48415 -0.20819 7.08 -3.98 0.15 -0.255
C 1.73017 -0.33668 -1.79543 4.78 4.08 -5.98 -0.272
O 2.13438 0.56320 4.23782 -1.79 0.44 -2.74 0.290
O 0.75641 3.36251 0.82236 -0.86 -5.54 0.96 0.273
O 3.48297 -3.04865 0.07458 -5.51 2.90 -1.65 0.299
O 2.38744 0.19891 -2.59824 -3.09 -2.23 3.79 0.259
H -2.60720 1.23295 -3.65685 -0.06 -0.04 -0.03 0.133
H -3.29008 -0.00152 -2.55303 0.01 0.14 -0.32 0.103
H -1.69193 -0.25782 -3.28888 -0.15 0.28 -0.17 0.075
H -0.72097 3.02497 -2.22664 0.11 -0.41 -0.07 0.133
H -0.10751 1.58537 -3.07509 0.09 0.17 0.25 0.108
H 0.35738 1.91802 -1.38102 -0.14 0.01 -0.17 0.031
H -2.99339 2.92933 -1.62606 0.11 -0.32 0.18 0.141
H -2.25182 2.55699 -0.04685 -0.01 0.08 -0.20 0.078
H -3.59371 1.55672 -0.65155 -0.02 0.24 -0.09 0.107
C 1.73510 -3.01101 3.35262 0.05 -0.52 0.81 0.094
O 0.86153 -2.42838 2.30459 0.91 1.38 -2.83 -0.126
C 1.58697 -1.64791 1.41051 0.95 0.66 4.22 -0.715
O 2.46789 -0.88745 1.86395 -2.08 -1.79 -2.34 0.056
H 2.73777 -3.12619 2.95305 0.03 -0.01 0.04 0.123
H 1.26753 -3.96740 3.53662 0.02 -0.18 0.23 0.133
H 1.72781 -2.37928 4.23366 -0.01 0.03 0.05 0.118
```
Forces are in eV/Å.

The calculation puts the LUMO energy (spin up / spin down) at -0.570 / -0.669 hartree. The spin multiplicity is 6. The value obtained for the HOMO energy (spin up / spin down) is -0.8574 / -0.8507 Eh. The charge is +4. As for the HOMO-LUMO gap (spin up / spin down): 0.2873 / 0.1819 Ha. The relative energy (zero: lowest compared OMol25 entry of this formula, charge and spin) comes out at 241.1 kJ/mol. Its max |F| is 0.169 hartree/bohr.

=====

Entry 6:
Formula: C10H12ClN2O3
Source: the OMol25 dataset
Level of theory: wB97M-V/def2-TZVPD

Structure (XYZ):
```
28
Properties=species:S:1:pos:R:3:forces:R:3:lowdin_charge:R:1
C -2.30879 0.16226 -2.20063 0.40 0.45 0.24 0.033
C -1.30321 0.50483 -1.13053 -1.19 -0.27 -1.08 -0.184
N -1.55944 1.53885 -0.33828 -0.73 0.77 0.32 0.161
C -0.75055 1.93334 0.64217 -0.18 0.61 0.54 0.024
C 0.39520 1.27182 0.85417 2.09 -0.85 0.89 -0.139
C 1.35750 1.64042 1.97903 -0.49 -0.61 -0.62 -0.078
C 1.02662 0.68286 3.14209 -1.37 0.18 0.25 -0.790
O -0.12115 0.43624 3.38254 1.08 0.07 0.01 0.072
Cl 2.31883 -0.06815 4.07808 -0.08 0.39 -0.50 0.722
C 0.73765 0.17082 0.04847 -0.71 0.48 -0.19 -0.170
N 1.91272 -0.57299 0.21713 -0.15 0.00 0.28 0.148
C -0.15172 -0.20119 -0.95681 1.72 -0.87 -0.45 -0.091
C 0.20616 -1.42268 -1.79626 -1.27 0.64 1.32 -0.001
C -0.04513 -2.69768 -0.95554 0.29 -1.52 -0.81 -0.455
O -0.06543 -3.76249 -1.50442 -0.05 0.76 0.23 0.162
O -0.30065 -2.60940 0.39569 0.15 0.54 -0.48 0.081
H -3.14276 0.86449 -2.21795 -0.02 -0.12 0.13 0.096
H -2.67417 -0.85217 -2.04185 -0.05 0.04 -0.22 0.112
H -1.79322 0.25923 -3.15856 -0.22 -0.29 -0.07 0.109
H -2.42379 2.05468 -0.44841 -0.06 -0.12 -0.21 0.189
H -1.01144 2.77692 1.26582 -0.36 0.03 -0.22 0.165
H 1.15603 2.67678 2.24919 0.36 -0.09 0.41 0.138
H 2.35982 1.49666 1.57922 0.15 0.37 0.47 0.114
H 2.20018 -0.64271 1.18613 0.29 0.20 -0.10 0.082
H 2.66880 -0.21791 -0.35916 0.11 -0.32 -0.03 0.138
H 1.24006 -1.38042 -2.12427 -0.05 -0.21 -0.09 0.134
H -0.47684 -1.47670 -2.64075 0.35 -0.23 -0.17 0.118
H 0.54869 -2.56572 0.85368 -0.02 -0.03 0.13 0.112
```
Forces are in eV/Å.

The calculation puts the LUMO energy at -0.158 hartree. The value obtained for the HOMO energy is -0.4958 Eh. The charge is +1. As for the HOMO-LUMO gap: 0.3378 Ha. Its SMILES is Cc1[nH]cc(CC(=O)Cl)c(=[NH2+])c1CC(=O)O. Its max |F| is 0.047 hartree/bohr.

=====

Question: What is the formula in the fifth record?
Answer: C10H12CeI2IrO6S